No. 1
# C29H26BCl7N11O3Ta

A molecular structure, C29H26BCl7N11O3Ta in a non-equilibrium geometry (ωB97M-V with the def2-TZVPD basis set, OMol25).

XYZ file:
```
78
Properties=species:S:1:pos:R:3:forces:R:3:mulliken_spin:R:1
Ta -0.761 -0.425 0.441 -0.535 0.184 -0.860 0.790
C -3.554 -2.214 -0.954 0.003 -0.002 0.007 0.028
C -2.216 -2.524 -1.530 -0.039 0.018 0.011 -0.043
C -1.908 -3.394 -2.572 -0.015 0.017 -0.013 -0.009
C -0.535 -3.355 -2.689 0.024 0.019 -0.012 0.009
N -0.045 -2.530 -1.756 -0.005 -0.038 -0.003 -0.047
N -1.079 -1.995 -1.048 0.144 -0.042 0.095 0.073
B 1.412 -2.075 -1.485 0.089 0.022 0.062 0.025
N 1.498 -0.572 -1.846 -0.198 0.041 -0.032 -0.028
C 1.967 0.081 -2.913 0.114 0.007 0.028 0.003
C 1.615 1.411 -2.792 0.013 0.016 -0.093 -0.001
C 0.877 1.487 -1.615 -0.094 -0.259 0.214 0.008
C 0.451 2.749 -0.988 0.102 -0.041 0.225 0.009
N 0.817 0.269 -1.039 0.046 0.000 -0.219 -0.003
N 1.701 -2.206 0.043 -0.123 -0.142 0.003 -0.025
C 2.700 -2.923 0.575 0.017 0.007 -0.009 0.024
C 2.481 -3.057 1.925 0.003 0.021 0.016 -0.012
C 1.291 -2.377 2.181 -0.020 0.032 -0.022 -0.005
C 0.606 -2.278 3.500 0.013 -0.009 0.000 0.003
N 0.826 -1.846 1.034 0.365 0.125 0.006 0.074
N 2.386 -2.921 -2.254 -0.035 -0.011 -0.026 -0.002
C 2.454 -4.281 -2.279 -0.019 0.004 0.006 0.000
C 3.635 -4.632 -2.867 0.007 0.001 0.002 0.000
C 4.267 -3.402 -3.172 0.014 -0.007 -0.002 0.000
C 5.584 -3.179 -3.836 0.000 -0.001 0.003 0.000
N 3.519 -2.385 -2.788 0.006 0.003 0.022 0.000
H -4.333 -2.598 -1.609 -0.003 0.000 0.001 0.001
H -3.696 -1.141 -0.833 0.001 -0.004 0.001 -0.005
H -3.663 -2.685 0.024 -0.002 0.001 0.000 -0.002
H -2.600 -3.969 -3.162 0.002 -0.003 0.002 0.001
H 0.121 -3.851 -3.383 0.000 -0.005 -0.001 0.000
H 2.560 -0.437 -3.646 -0.013 0.004 -0.009 0.000
H 1.866 2.219 -3.457 -0.010 -0.004 -0.015 0.000
H 1.001 3.544 -1.498 -0.048 0.138 0.214 -0.004
H 1.612 2.246 1.303 -0.130 0.119 0.032 0.004
H 1.188 4.051 0.783 -0.093 0.047 -0.040 0.000
H 3.491 -3.307 -0.048 -0.003 -0.005 0.000 0.003
H 3.086 -3.590 2.638 -0.005 -0.002 0.003 0.000
H 0.772 -3.203 4.050 -0.009 -0.005 -0.004 0.001
H -0.467 -2.142 3.406 -0.004 0.001 0.011 -0.001
H 1.029 -1.474 4.103 0.018 -0.016 0.004 0.002
H 1.671 -4.892 -1.858 0.000 -0.001 -0.003 0.000
H 4.000 -5.627 -3.057 -0.001 0.000 -0.003 0.000
H 5.574 -3.558 -4.858 -0.001 0.000 0.000 0.000
H 6.382 -3.694 -3.302 0.001 -0.001 -0.001 0.000
H 5.813 -2.115 -3.863 0.000 0.000 0.000 0.000
Cl -0.961 5.061 6.779 -0.006 -0.001 0.014 0.000
C -0.563 4.442 5.239 0.021 0.032 -0.065 -0.001
C -0.502 3.064 5.028 -0.031 0.052 0.057 0.001
Cl -0.838 2.007 6.333 0.008 0.002 -0.024 0.000
C -0.171 2.557 3.767 0.011 -0.188 -0.033 0.003
Cl -0.028 0.835 3.655 0.183 0.167 0.278 0.000
C 0.068 3.427 2.708 -0.031 0.178 -0.023 0.010
O -0.352 1.487 1.035 -0.253 -0.307 -0.001 0.050
C 0.017 4.795 2.936 -0.050 0.065 -0.125 0.002
Cl 0.330 5.943 1.657 0.048 -0.051 0.052 0.000
C -0.289 5.319 4.190 -0.024 -0.062 0.058 0.001
Cl -0.340 7.009 4.445 -0.003 0.007 0.000 0.000
N -3.343 0.993 1.844 -0.024 -0.025 -0.002 0.007
N -3.411 0.056 2.871 -0.107 -0.050 -0.080 -0.003
C -2.749 -1.137 2.787 0.125 0.177 0.055 0.008
O -2.819 -1.998 3.621 -0.068 -0.051 -0.038 0.002
O -1.968 -1.230 1.692 0.261 0.048 0.251 0.007
H -3.074 1.898 2.207 0.031 0.004 -0.012 -0.001
H -4.223 1.065 1.347 -0.003 0.019 0.017 0.001
H -4.114 0.117 3.592 0.011 -0.001 0.012 0.000
Cl 0.493 2.916 0.869 -0.199 -0.658 -0.237 0.009
C -0.808 3.318 -0.308 0.530 0.720 -0.221 -0.009
C -1.694 4.301 -0.500 -0.024 -0.555 0.177 0.011
C -2.434 4.566 -1.703 -0.050 -0.018 -0.052 -0.009
C -2.867 3.669 -2.633 -0.014 0.141 0.076 0.008
C -2.830 2.257 -2.687 0.188 -0.209 -0.225 -0.004
Cl -3.555 1.466 -4.075 -0.003 0.001 -0.011 0.003
C -2.327 1.388 -1.777 -0.174 0.086 -0.032 0.046
N -1.918 0.606 -1.008 0.043 0.207 0.512 -0.017
H -1.926 4.921 0.362 -0.009 0.019 0.024 0.001
H -2.784 5.583 -1.817 0.035 0.011 -0.009 0.000
H -3.417 4.095 -3.466 0.002 0.015 0.008 0.001
```
Forces are in eV/Å.

## Properties
ΔE to the lowest compared entry with this formula, charge and spin ... 1515.3 kJ/mol
Strongest force on any atom ... 1.0 eV Å⁻¹
Calculated total energy ... -142899.6512 eV
LUMO energy (alpha / beta) ... -4.014 / -4.027 eV
Total charge ... +1
2S+1 ... 2

---

No. 2
# C29H26BrCrF3N4O

A molecular structure, C29H26BrCrF3N4O in a non-equilibrium geometry (ωB97M-V with the def2-TZVPD basis set, OMol25).

XYZ file:
```
65
Properties=species:S:1:pos:R:3:forces:R:3:mulliken_spin:R:1
Cr -1.721 -0.757 0.055 0.739 -1.763 2.504 2.587
C 0.588 4.453 -0.920 0.106 0.212 -0.251 0.003
C -0.622 4.053 -0.087 -0.192 -0.029 0.069 -0.002
C -0.241 3.207 1.107 -0.071 -0.070 0.181 -0.007
C 0.356 3.841 2.211 -0.100 -0.512 -0.063 -0.002
C 0.695 3.120 3.353 -0.097 -0.087 -0.232 0.004
C 0.427 1.757 3.416 -0.179 0.300 -0.547 0.002
C -0.173 1.097 2.331 0.005 -0.028 0.350 -0.017
C -0.477 -0.381 2.458 1.160 1.336 0.711 0.199
C 0.723 -1.245 2.102 1.004 0.304 1.817 -0.012
C -0.480 1.817 1.155 0.472 1.217 2.036 0.022
N -1.074 1.132 0.080 -0.052 0.478 1.245 -0.040
C -0.306 0.832 -0.909 3.997 1.358 -0.407 -0.047
C -0.847 0.046 -1.958 4.596 0.500 -5.592 0.049
C -0.308 -0.168 -3.209 0.731 0.452 -1.545 -0.042
C -1.218 -0.976 -3.877 0.542 0.171 -0.155 0.025
C -2.238 -1.217 -2.984 -1.505 -0.728 -0.797 -0.024
N -2.005 -0.606 -1.820 -1.884 -1.999 -0.830 0.003
H 0.272 5.054 -1.779 0.101 -0.064 0.059 0.000
H 1.123 3.576 -1.296 -0.036 0.082 0.037 -0.002
H 1.296 5.051 -0.335 -0.096 -0.136 -0.053 0.000
H -1.349 3.536 -0.722 0.101 -0.046 0.103 0.001
H -1.136 4.955 0.269 0.131 -0.118 -0.014 0.000
H 0.547 4.912 2.189 -0.101 -0.155 -0.134 0.000
H 1.149 3.624 4.202 -0.055 -0.047 -0.123 0.001
H 0.674 1.207 4.321 -0.091 -0.054 -0.213 0.002
H -1.334 -0.657 1.834 0.746 0.860 1.569 -0.162
H -0.789 -0.596 3.488 -0.150 0.062 -0.156 -0.006
H 1.052 -1.069 1.072 0.109 0.510 2.487 0.012
H 0.467 -2.304 2.200 0.376 0.458 0.011 -0.004
H 1.571 -1.040 2.764 -0.116 0.139 0.330 0.001
H 0.754 1.127 -0.995 -0.474 -0.162 0.043 0.019
H 0.619 0.229 -3.600 -0.053 -0.073 0.192 -0.001
H -1.146 -1.343 -4.893 0.014 -0.013 0.203 0.001
H -3.128 -1.813 -3.158 0.075 0.209 0.254 0.001
Br -5.846 3.065 -0.930 0.121 -0.096 0.021 0.000
C -5.294 1.496 -0.044 0.163 -0.513 0.301 -0.011
C -6.162 0.818 0.805 -0.149 -0.187 0.204 0.023
C -5.721 -0.338 1.443 0.182 0.513 -0.450 -0.003
C -4.424 -0.770 1.204 0.173 -0.166 0.016 0.068
N -3.559 -0.132 0.384 -3.136 1.107 0.742 -0.116
C -4.016 0.990 -0.223 0.291 -0.211 -0.015 0.054
H -7.173 1.179 0.974 0.156 0.029 -0.086 0.002
H -6.371 -0.891 2.112 0.136 0.059 -0.100 0.000
H -4.036 -1.666 1.679 -0.023 0.169 -0.102 -0.055
H -3.297 1.479 -0.875 -0.339 0.078 0.088 0.017
O -1.171 -3.081 1.488 -0.807 -0.399 0.324 0.683
N -1.946 -2.145 1.435 -1.424 -2.892 -1.219 0.968
F 7.467 -2.681 -2.016 -0.627 -0.351 0.310 0.000
C 6.655 -3.613 -1.443 0.560 -0.103 -0.124 0.000
F 7.279 -3.998 -0.296 -0.404 0.141 -0.441 0.000
F 6.688 -4.695 -2.269 -0.150 0.433 0.396 0.000
C 5.248 -3.119 -1.197 -0.452 0.331 0.016 0.007
C 4.300 -3.972 -0.609 -0.067 0.206 -0.070 -0.003
C 2.994 -3.531 -0.374 0.765 -0.362 -0.070 0.010
C 2.619 -2.230 -0.724 -0.499 0.235 0.139 -0.009
C 3.557 -1.374 -1.309 0.679 -0.281 -0.069 0.011
C 4.863 -1.815 -1.544 -0.059 -0.123 0.075 -0.004
C 1.278 -1.776 -0.483 2.343 -1.472 -2.706 0.059
C 0.164 -1.398 -0.283 -1.662 -0.848 -1.271 -0.222
H 4.578 -4.989 -0.332 -0.024 0.239 -0.076 0.000
H 2.275 -4.210 0.082 0.108 0.254 -0.118 0.002
H 3.280 -0.358 -1.586 0.006 -0.256 0.083 0.000
H 5.580 -1.134 -2.001 -0.137 -0.241 0.128 0.000
H -1.528 0.436 -1.131 -5.477 2.144 0.984 -0.045
```
Forces are in eV/Å.

## Properties
Strongest force on any atom ... 7.3 eV Å⁻¹
Calculated total energy ... -145105.6289 eV
LUMO energy (alpha / beta) ... -0.331 / -0.592 eV
2S+1 ... 5